{"formula": "C34H36CaF24N4O40S8", "method": "ωB97M-V/def2-TZVPD", "elements": ["Ca", "C", "F", "F", "F", "S", "O", "O", "N", "S", "O", "O", "C", "F", "F", "F", "C", "F", "F", "F", "S", "O", "O", "N", "S", "O", "O", "C", "F", "F", "F", "C", "F", "F", "F", "S", "O", "O", "N", "S", "O", "O", "C", "F", "F", "F", "C", "F", "F", "F", "S", "O", "O", "N", "S", "O", "O", "C", "F", "F", "F", "C", "C", "O", "C", "O", "O", "H", "H", "H", "H", "C", "C", "O", "C", "O", "O", "H", "H", "H", "H", "C", "C", "O", "C", "O", "O", "H", "H", "H", "H", "C", "C", "O", "C", "O", "O", "H", "H", "H", "H", "C", "C", "O", "C", "O", "O", "H", "H", "H", "H", "C", "C", "O", "C", "O", "O", "H", "H", "H", "H", "C", "C", "C", "O", "C", "O", "O", "H", "H", "H", "H", "H", "H", "C", "C", "C", "O", "C", "O", "O", "H", "H", "H", "H", "H", "H"], "xyz": [[-2.50336, -0.73842, 1.83593], [-5.24721, -0.59929, 4.81917], [-6.39280, -0.98218, 4.30093], [-5.42530, -0.45631, 6.15061], [-4.28256, -1.51402, 4.45378], [-4.62130, 1.04624, 4.02897], [-5.74967, 1.99272, 4.19422], [-3.42048, 1.42314, 4.81444], [-4.21817, 0.58806, 2.35872], [-5.42956, 1.22682, 1.57032], [-6.72411, 0.62913, 1.96658], [-5.35105, 2.67636, 1.45637], [-4.93585, 0.59174, -0.23417], [-5.05212, 1.65597, -1.03540], [-3.73971, 0.06355, -0.29214], [-5.83431, -0.34494, -0.59251], [4.68629, 6.86849, 5.29174], [5.36757, 5.84506, 5.86099], [3.49789, 6.93183, 5.78357], [5.38763, 8.01706, 5.42850], [4.64627, 6.44891, 3.39922], [3.90468, 7.42175, 2.58264], [6.06178, 6.34992, 3.08974], [4.05426, 4.78193, 3.38861], [2.48003, 4.83928, 3.20075], [1.76596, 5.90354, 3.94595], [2.16174, 4.75681, 1.78346], [1.75425, 3.21615, 4.00984], [0.44799, 3.32011, 3.80444], [2.24384, 2.17190, 3.31568], [2.03875, 3.17881, 5.36045], [1.18151, 0.54838, -0.05178], [0.86440, 1.33522, 0.97712], [0.59906, 1.01036, -1.17654], [2.48457, 0.52691, -0.26390], [0.67269, -1.29852, 0.25570], [1.44609, -2.10121, -0.67942], [1.05679, -1.54543, 1.65247], [-1.12996, -1.25606, 0.18581], [-1.54523, -2.35756, -0.89466], [-0.77647, -3.59977, -0.86098], [-2.97714, -2.53567, -0.82208], [-1.22065, -1.42346, -2.55238], [-2.09810, -0.46114, -2.61915], [0.01761, -0.91909, -2.75216], [-1.26780, -2.30020, -3.52950], [8.89688, 3.63956, -0.41193], [9.54232, 4.30486, -1.41946], [7.98037, 2.85335, -0.95636], [9.82917, 2.99361, 0.35188], [8.04053, 4.92010, 0.68329], [8.84192, 5.00207, 1.91260], [7.91750, 6.22595, 0.06105], [6.46901, 4.10322, 1.06497], [5.62074, 4.65142, -0.14237], [4.83801, 5.81836, 0.21818], [6.30008, 4.67481, -1.40176], [4.32165, 3.22467, -0.28520], [3.88659, 2.81118, 0.91792], [3.35334, 3.53606, -1.14338], [4.95392, 2.21849, -0.92778], [2.42741, -1.13754, -4.58984], [3.47372, -1.70337, -5.55413], [3.81646, -2.91473, -4.87056], [3.56343, -2.79463, -3.59096], [3.95983, -3.54743, -2.66202], [2.78198, -1.71391, -3.33287], [1.45478, -1.50098, -4.92147], [2.41799, -0.04885, -4.64250], [4.37414, -1.09017, -5.59061], [3.01518, -1.65547, -6.54183], [1.68217, -5.02715, 1.02437], [2.92420, -4.95146, 0.06513], [3.99129, -5.25539, 0.93756], [3.47142, -5.92332, 2.04688], [4.08261, -6.74742, 2.71732], [2.17313, -5.73117, 2.15134], [0.87895, -5.61926, 0.58579], [1.44331, -3.97261, 1.16212], [3.18219, -3.96392, -0.31736], [2.96600, -5.70393, -0.72237], [-2.53110, 4.91485, 2.38345], [-2.53677, 5.23760, 0.90392], [-2.25758, 4.07161, 0.25148], [-2.17433, 3.07846, 1.18102], [-1.96242, 1.88632, 0.96409], [-2.54140, 3.49073, 2.34985], [-3.50606, 5.17463, 2.79584], [-1.80952, 5.39369, 3.04537], [-1.68022, 5.90303, 0.79610], [-3.49671, 5.62103, 0.55809], [-1.92829, 2.64049, -3.18784], [-0.72202, 3.44131, -2.71397], [-1.09816, 4.65473, -3.13206], [-2.43454, 4.75403, -3.05647], [-3.08024, 5.79675, -2.94840], [-2.94370, 3.57010, -3.09036], [-2.19221, 1.86749, -2.46609], [-1.72081, 2.24557, -4.18236], [0.09166, 3.05289, -3.32648], [-0.37562, 3.39564, -1.68149], [-3.00948, -6.29201, -1.94547], [-3.52434, -7.73545, -1.78185], [-3.33980, -7.98123, -0.43897], [-2.44454, -7.11704, 0.05697], [-1.82630, -7.21549, 1.14325], [-2.28875, -6.03959, -0.77219], [-3.86297, -5.61423, -1.92915], [-2.33764, -6.23190, -2.80169], [-3.04030, -8.48816, -2.40413], [-4.56873, -7.82409, -2.08101], [-5.43154, -5.40789, 1.09032], [-6.81585, -4.79721, 1.48330], [-6.48088, -3.40149, 1.64153], [-5.15402, -3.20512, 1.39666], [-4.53774, -2.14930, 1.65313], [-4.57842, -4.27928, 1.00081], [-5.57290, -5.81054, 0.08732], [-5.04185, -6.24519, 1.66927], [-7.21757, -5.09707, 2.45118], [-7.53614, -4.84047, 0.66636], [3.14580, -3.03123, 3.65996], [3.84280, -1.81503, 4.30665], [5.24333, -1.94831, 4.69647], [5.81644, -0.76536, 4.11588], [4.89030, -0.07817, 3.43256], [5.06297, 1.03351, 2.93873], [3.68964, -0.69457, 3.50686], [3.27535, -3.07219, 2.57846], [2.09071, -2.92248, 3.91106], [3.46164, -3.89307, 4.24781], [3.22980, -1.57890, 5.17646], [5.55371, -2.95813, 4.42809], [5.22741, -1.89479, 5.78503], [-2.90431, -0.60482, -7.72269], [-3.68705, 0.29799, -6.77906], [-5.17582, 0.10086, -7.04762], [-5.61072, -0.00896, -5.67653], [-4.62051, -0.16158, -4.84947], [-4.75630, -0.29681, -3.62752], [-3.47043, -0.07909, -5.45399], [-1.84238, -0.55801, -7.48144], [-2.97328, -0.27550, -8.75945], [-3.18199, -1.65421, -7.82162], [-3.28726, 1.30159, -6.92413], [-5.59242, -0.74770, -7.59030], [-5.66860, 0.97887, -7.46516]], "atomic_forces_ev_per_a": [[-0.34, 0.43, 0.30], [0.39, 0.81, -0.86], [0.16, -0.13, 0.05], [0.91, -0.46, -1.40], [-0.70, 0.33, 1.20], [0.31, 2.57, 2.28], [2.17, -2.31, -0.80], [-1.75, -1.77, -2.20], [-1.07, 1.25, 4.41], [-2.95, 0.81, -2.06], [2.28, 0.81, -1.29], [0.02, -1.50, -0.08], [-2.79, 0.90, 0.96], [0.45, -0.93, 0.25], [1.02, -0.12, -0.09], [0.55, 0.50, 0.00], [1.50, -1.20, -2.77], [-0.34, 0.99, 0.18], [-0.90, 0.64, 1.19], [-0.63, -0.54, 0.54], [1.07, -1.48, -2.28], [0.44, -1.36, 2.25], [-1.30, 0.13, 0.99], [0.00, 2.95, 0.98], [-0.69, 1.50, -0.41], [0.48, -1.62, -0.54], [-0.89, -0.61, 0.96], [2.34, 2.24, -0.88], [-0.43, -0.70, 0.53], [-0.61, 0.06, 1.38], [-0.63, -0.72, -1.86], [0.00, 0.38, -0.37], [0.18, -1.00, -0.82], [-0.10, -0.16, 0.72], [-0.52, -0.18, 0.46], [1.91, 0.07, 2.17], [-1.88, 1.26, 0.35], [-1.57, 0.63, -1.34], [3.92, -0.98, -1.41], [0.07, -2.06, -0.76], [-0.73, 1.98, -0.37], [0.30, 0.59, -0.17], [1.74, -0.78, 0.76], [-0.36, 0.12, -0.44], [-0.40, 0.52, 1.13], [-1.64, -0.96, -0.95], [0.06, 1.43, -0.09], [-0.16, -0.89, 0.78], [1.46, -0.74, 0.40], [-1.14, 0.07, -1.36], [-1.47, 1.02, 4.23], [-0.77, -1.26, -1.65], [0.30, -1.40, -0.52], [3.99, 1.39, -1.24], [-3.16, 0.79, 1.28], [0.19, -0.87, -0.71], [-0.19, -0.22, -1.36], [2.10, 0.61, 0.28], [-0.04, 0.13, -1.54], [-1.12, 0.48, 0.53], [0.19, -0.80, 0.55], [0.23, -0.07, -0.84], [-0.23, 1.65, 1.25], [0.41, -0.91, -2.09], [0.54, -1.80, 5.25], [-1.35, 2.52, -3.97], [0.23, 0.15, -0.61], [-0.23, -0.07, 0.38], [0.09, -0.04, 0.74], [0.06, 0.01, 0.06], [0.32, -1.42, -0.15], [0.79, 0.54, -2.25], [-0.06, 0.09, 0.25], [0.25, -1.30, 2.54], [2.30, -2.23, -0.63], [-0.82, 2.31, -0.95], [-0.69, 0.53, 0.43], [-0.13, 0.37, 0.18], [-0.57, -0.36, 0.93], [-0.72, -0.13, -0.28], [-0.40, 0.13, -0.20], [-2.46, 0.27, 0.64], [0.71, 2.82, 1.00], [1.08, -3.40, -0.30], [-0.74, -2.02, -1.26], [0.10, 1.27, -0.48], [1.01, 0.18, 1.63], [-0.02, 0.08, 0.17], [0.68, -0.64, -0.45], [-0.40, 0.48, -0.83], [0.26, 0.23, -0.06], [1.04, -2.00, 2.21], [1.61, -3.62, -0.58], [-0.13, 4.25, -0.46], [-1.12, 4.43, 0.49], [1.64, -2.30, -0.51], [-2.50, -0.92, -0.65], [0.15, -0.35, -0.47], [-0.61, 0.11, -0.18], [0.50, 0.42, 0.14], [-0.61, 0.06, 0.19], [-0.59, -0.44, -0.63], [-0.59, 0.44, -1.93], [0.21, -0.79, 1.64], [2.99, 1.24, 3.83], [-2.74, 0.04, -4.01], [0.36, -1.53, 1.21], [0.23, 0.30, -0.64], [-0.31, 0.54, -0.03], [0.61, 0.07, 0.17], [-0.22, 0.15, 0.45], [-1.67, -0.54, -1.18], [0.99, 0.75, 0.25], [1.16, 0.75, -0.19], [-0.12, 3.35, 2.06], [-1.65, -2.43, -0.82], [1.38, -1.78, -0.32], [0.36, 0.02, -0.17], [0.21, 0.61, 0.54], [-0.06, -0.34, -0.29], [-0.05, -0.31, 0.26], [-0.05, 0.78, 1.17], [-4.04, -1.29, 0.11], [0.05, 0.38, 0.67], [1.28, -1.31, 0.30], [-0.25, 4.41, -1.18], [-0.23, -3.65, 1.16], [0.86, 0.84, -1.17], [0.26, -0.25, 0.19], [-0.14, -0.05, -0.51], [0.21, -0.44, -0.54], [0.02, -0.17, 0.41], [1.20, 0.47, -0.64], [0.86, 0.22, 0.02], [1.06, 0.01, -0.61], [0.99, -1.37, -3.01], [-0.76, 1.29, 1.57], [-2.43, -0.05, -1.07], [-0.80, -0.18, 5.51], [0.30, 0.06, -3.13], [1.54, -0.15, -0.18], [0.05, -0.10, 0.07], [-0.14, 0.54, -0.01], [-0.35, -0.02, 0.80], [-0.53, 0.23, 0.10], [0.87, -0.35, -0.04], [0.18, 0.13, 0.03]], "homo_ha": -0.1221, "charge": -2, "largest_force_ev_per_a": 5.57}